Molecular formula: C7H12N2
Method: DFT, ωB97M-V/def2-TZVPD

Geometry as XYZ:
```
21
Properties=species:S:1:pos:R:3
C -1.79598 -1.59443 -0.10777
H -1.39166 -2.54545 -0.45055
H 0.27225 1.13335 1.58445
H 2.16791 -2.01595 0.68170
C 1.03492 0.45432 1.21731
H 0.27758 3.45397 -1.19416
C 0.62524 -0.61227 0.20200
C 1.13795 -2.02654 0.33134
H -1.47813 3.19692 -1.15358
C 1.45270 0.51969 -0.18620
H -2.70074 -1.36953 -0.66709
H 1.76662 0.18809 1.97327
C -0.81196 -0.49181 -0.29442
H 0.54007 -2.58797 1.04694
H 1.10949 -2.53785 -0.63014
N -0.31273 1.49520 -1.23296
H -2.05308 -1.69338 0.94935
H -0.52100 2.92810 0.31168
H 2.35124 0.69014 -0.72785
C -0.51561 2.83430 -0.78163
N -1.15508 0.58110 -0.87167
```

- E_HOMO (spin up / spin down) (eV) = -7.55 / -7.55
- net charge = 0
- ΔE to the lowest compared entry with this formula, charge and spin (kJ/mol) = 385.9
- calculated total energy (hartree) = -383.2762

Results of the Mulliken charge analysis, in e, for atoms 1 through 5:
1 C -1.278
2 H 0.326
3 H 0.149
4 H 0.434
5 C -0.752